ORCA calculation (ωB97M-V/def2-TZVPD) on a molecular structure, C15H28NO2Tb at a distorted geometry.

Geometry as XYZ:
```
47
Properties=species:S:1:pos:R:3:mulliken_spin:R:1
C 2.35693 3.18986 -0.10329 -0.003
H 2.60939 4.28064 -0.04707 0.000
H 2.84463 2.88467 -1.05071 0.000
H 2.82803 2.63392 0.72371 0.000
C 0.82941 2.88988 -0.28757 0.002
H 0.70921 1.91119 -0.80565 -0.012
H 0.35685 2.76544 0.71197 0.009
C 0.24636 4.06635 -1.09165 -0.004
H -0.84373 4.09146 -1.11962 0.000
H 0.66631 5.01139 -0.70918 0.000
H 0.66485 3.97582 -2.09479 0.000
C -0.75662 -2.08723 -0.79532 0.028
C -1.13755 -1.14637 -1.81437 -0.057
C 0.03212 -0.42477 -2.20179 0.023
C 1.12514 -0.88369 -1.40268 0.005
C 0.62723 -1.89472 -0.50658 -0.065
C 1.50420 -2.75144 0.33331 -0.014
C 2.57506 -0.58412 -1.61575 0.002
C 0.14700 0.60587 -3.25541 0.003
C -2.55514 -0.83796 -2.19050 -0.003
C -1.63133 -3.12123 -0.18680 0.013
Tb -0.65733 0.02126 0.16241 6.077
H 3.15159 -0.85034 -0.72858 0.000
H 3.00535 -1.14826 -2.44728 -0.001
H 2.72166 0.47721 -1.82301 0.000
H 2.40782 -2.21105 0.61663 0.001
H 0.98764 -3.06044 1.24755 0.000
H 1.83530 -3.67188 -0.18202 0.000
H -2.60986 -2.71608 0.08067 -0.001
H -1.80193 -3.96088 -0.87100 -0.002
H -1.18228 -3.51956 0.72225 0.001
H -2.62726 0.16713 -2.65110 0.001
H -3.00000 -1.56497 -2.88967 -0.003
H -3.21580 -0.79063 -1.30076 0.001
H 0.82278 1.40121 -2.93346 0.001
H 0.54385 0.19813 -4.19060 -0.003
H -0.82588 1.05408 -3.46696 0.001
N -1.90902 -1.07716 4.67328 0.001
C -0.94615 0.04146 4.35357 0.005
C -0.68349 -0.05646 2.90495 0.018
O 0.26954 0.54360 2.29957 -0.019
O -1.58975 -0.72692 2.26661 -0.003
H -2.75981 -0.95786 4.09300 0.000
H -2.16403 -1.08294 5.66334 0.000
H -1.51767 -2.01006 4.43674 0.000
H -1.42365 1.00160 4.53585 0.000
H -0.03000 -0.07516 4.93777 0.000
```

Lowest unoccupied orbital energy (spin up / spin down), eV: -6.65 / -6.31
Total charge: +2
Multiplicity: 7
Kohn-Sham gap (spin up / spin down), eV: 8.19 / 8.50
<S²>: 12.74
E, Eh: -1617.54275

ORCA calculation (ωB97M-V/def2-TZVPD) on 2 unconnected molecules or ions with the total composition C5H13INO at a distorted geometry.

Geometry as XYZ:
```
21
Properties=species:S:1:pos:R:3:mulliken_charge:R:1
C -1.38433 2.95439 -0.54996 -1.278
C 0.68166 -2.84375 0.43659 -0.810
C -0.83123 2.05862 0.55480 0.062
C -1.14413 0.62745 0.48411 -0.136
C 1.06500 -0.80202 -0.97782 -0.830
N 1.52586 -2.20103 -0.59761 -0.118
O -1.24829 -0.15337 1.53665 -0.384
I 2.51985 0.68612 -0.51057 0.038
H -0.85981 2.71363 -1.54543 0.289
H -1.14248 3.94904 -0.26310 0.377
H -2.45939 2.92228 -0.73416 0.363
H 0.78176 -3.91237 0.42599 0.389
H 0.93581 -2.52024 1.42302 0.309
H -0.42175 -2.63690 0.28429 0.276
H -1.11886 2.61716 1.45761 0.347
H 0.36078 2.09123 0.51973 0.007
H -1.42754 0.18311 -0.36918 0.657
H 0.92813 -0.85489 -2.07320 0.381
H 2.50206 -2.25748 -0.31697 0.339
H 1.39651 -2.75451 -1.41794 0.361
H -0.65963 0.13351 2.23316 0.362
```

Lowest unoccupied orbital energy (spin up / spin down), eV: -4.69 / -4.69
Relative energy (zero: lowest compared OMol25 entry of this formula, charge and spin), kJ/mol: 359.9
Total charge: +1
Multiplicity: 1
Kohn-Sham gap (spin up / spin down), eV: 6.55 / 6.55
E, Eh: -625.59996

ORCA calculation (ωB97M-V/def2-TZVPD) on a molecular structure, C4H11BrCuNO at a distorted geometry.

Geometry as XYZ:
```
19
Properties=species:S:1:pos:R:3:mulliken_spin:R:1
Cu 1.21195 4.32087 2.79819 1.460
Br 0.42036 2.36095 4.36106 0.546
C -1.39583 1.01396 -0.31385 0.001
C -0.82228 -0.16735 0.50123 -0.002
C -0.17356 -1.23798 -0.38345 0.001
O 0.76450 -0.56825 -1.26937 0.001
C 1.34285 -1.34394 -2.16408 0.000
N 0.28121 0.38297 1.27988 0.001
H -1.82522 0.48947 -1.16745 0.000
H -0.59422 1.64361 -0.69992 0.004
H -1.95832 1.74530 0.26655 -0.002
H -1.62016 -0.59450 1.10870 -0.001
H -0.99077 -1.75895 -0.88232 0.000
H 0.31456 -2.03053 0.18375 0.000
H 2.31563 -1.01824 -2.53247 0.000
H 0.65827 -1.45959 -3.00436 0.000
H 1.64979 -2.32980 -1.81485 0.000
H -0.09581 1.02160 1.96552 -0.014
H 0.51705 -0.46962 1.76726 0.004
```

Lowest unoccupied orbital energy (spin up / spin down), eV: 0.53 / -4.22
Relative energy (zero: lowest compared OMol25 entry of this formula, charge and spin), kJ/mol: 4.2
Multiplicity: 3
Kohn-Sham gap (spin up / spin down), eV: 8.26 / 5.11
<S²>: 2.01
E, Eh: -4503.31959

ORCA calculation (ωB97M-V/def2-TZVPD) on a single C6H10N2O2 molecule at a distorted geometry.

Geometry as XYZ:
```
20
Properties=species:S:1:pos:R:3:mulliken_charge:R:1
C 0.26487 -2.55590 -0.70981 -1.392
C 0.07404 -1.08834 -0.47785 0.851
C 0.49446 -0.13122 -1.33023 -1.043
C 0.28572 1.30664 -1.03572 0.149
C -1.06488 1.82178 -0.66193 -0.514
N -0.04780 1.62569 0.36582 -0.069
C -0.15513 0.37026 1.53740 0.448
O -0.93780 0.68169 2.47766 -0.797
N -0.54457 -0.74593 0.72013 -0.266
H -0.70556 -3.07369 -0.66044 0.328
H 0.71459 -2.74694 -1.69039 0.356
H 0.90523 -2.98837 0.07364 0.323
H 1.04147 -0.39596 -2.23330 0.343
H 0.96476 2.01827 -1.50659 0.409
H -1.32060 2.85702 -0.88211 0.289
H -1.89008 1.11128 -0.60216 0.199
H -0.97252 -1.48085 1.26499 0.292
O 1.20366 0.22335 1.89139 -0.553
H 0.37585 2.46488 0.75326 0.317
H 1.31430 0.72633 2.70624 0.329
```

Lowest unoccupied orbital energy, eV: 0.65
Relative energy (zero: lowest compared OMol25 entry of this formula, charge and spin), kJ/mol: 214.3
SMILES string: CC1=C[C@H]2C[N@H+]2[C@]([O-])(O)N1
Multiplicity: 1
Kohn-Sham gap, eV: 8.82
E, Eh: -494.56208

ORCA calculation (ωB97M-V/def2-TZVPD) on 2 unconnected molecules or ions with the total composition C17H27N3O4 at a distorted geometry.

Geometry as XYZ:
```
51
Properties=species:S:1:pos:R:3:mulliken_charge:R:1
O -1.48591 2.65527 0.09997 -0.586
O -4.75251 -4.06175 -1.60052 -0.635
O -1.22598 -2.56825 -1.82592 -0.706
O -0.99970 4.74852 0.77892 -0.463
C -0.66062 3.48440 0.44279 0.250
C -5.08851 -3.45529 -0.59463 0.650
C -1.97961 -2.73576 -0.87272 0.319
C 1.73839 3.95606 1.24515 -1.102
C 0.75816 3.11163 0.57382 0.826
C 2.95221 3.32647 1.19914 0.728
C 1.44435 1.99695 0.12256 0.593
N -1.66029 -3.68854 0.01641 -0.132
N 2.77957 2.11679 0.52651 0.307
N -4.40923 -2.42474 -0.09506 -0.147
C -6.33078 -3.86876 0.15878 -1.193
C 4.23336 3.86680 1.77336 -1.440
C 0.91886 0.83769 -0.68902 -1.388
C -2.28279 -4.01297 1.29993 -0.719
C 3.84060 1.11864 0.30535 -1.354
C 5.61945 0.39918 -1.48716 -0.740
C 4.30536 0.58277 -2.23899 -0.643
C 4.59534 1.41312 -0.99262 0.340
C -2.90139 -0.53542 0.01068 -1.264
C -3.23460 -1.83042 -0.74008 0.266
H -1.95758 4.77929 0.64618 0.345
H 1.53055 4.92148 1.69963 0.405
H -0.84551 -4.22129 -0.24604 0.272
H -4.76236 -1.97690 0.73274 0.300
H -6.06567 -4.13883 1.17856 0.327
H -7.03931 -3.04275 0.16205 0.342
H -6.77625 -4.72704 -0.34302 0.317
H 4.60926 3.19928 2.55404 0.295
H 4.99158 3.95482 0.98989 0.272
H 4.07082 4.85628 2.21110 0.366
H 0.90843 -0.07361 -0.08472 0.305
H 1.55385 0.67655 -1.56180 0.179
H -0.09033 1.02096 -1.05749 0.316
H -2.53852 -3.10015 1.83942 0.225
H -1.58838 -4.59367 1.90964 0.341
H -3.18124 -4.61006 1.13553 0.193
H 4.54072 1.13842 1.14568 0.305
H 3.41085 0.11270 0.27610 0.417
H 5.75194 -0.52309 -0.91205 0.256
H 6.52862 0.78584 -1.95858 0.271
H 4.34090 1.09463 -3.20618 0.251
H 3.57568 -0.23018 -2.17326 0.269
H 4.82498 2.47262 -1.15178 0.411
H -3.77199 0.12058 0.04065 0.472
H -2.10066 -0.01369 -0.51160 0.146
H -2.57501 -0.75673 1.02690 0.295
H -3.51908 -1.55784 -1.75822 0.339
```

Lowest unoccupied orbital energy, eV: 0.66
Relative energy (zero: lowest compared OMol25 entry of this formula, charge and spin), kJ/mol: 60.1
SMILES string: Cc1cc(C(=O)O)c(C)n1CC1CC1.CNC(=O)[C@H](C)NC(C)=O
Multiplicity: 1
Kohn-Sham gap, eV: 8.73
E, Eh: -1129.23432

Repeat the third record exactly.
ORCA calculation (ωB97M-V/def2-TZVPD) on a molecular structure, C4H11BrCuNO at a distorted geometry.

Geometry as XYZ:
```
19
Properties=species:S:1:pos:R:3:mulliken_spin:R:1
Cu 1.21195 4.32087 2.79819 1.460
Br 0.42036 2.36095 4.36106 0.546
C -1.39583 1.01396 -0.31385 0.001
C -0.82228 -0.16735 0.50123 -0.002
C -0.17356 -1.23798 -0.38345 0.001
O 0.76450 -0.56825 -1.26937 0.001
C 1.34285 -1.34394 -2.16408 0.000
N 0.28121 0.38297 1.27988 0.001
H -1.82522 0.48947 -1.16745 0.000
H -0.59422 1.64361 -0.69992 0.004
H -1.95832 1.74530 0.26655 -0.002
H -1.62016 -0.59450 1.10870 -0.001
H -0.99077 -1.75895 -0.88232 0.000
H 0.31456 -2.03053 0.18375 0.000
H 2.31563 -1.01824 -2.53247 0.000
H 0.65827 -1.45959 -3.00436 0.000
H 1.64979 -2.32980 -1.81485 0.000
H -0.09581 1.02160 1.96552 -0.014
H 0.51705 -0.46962 1.76726 0.004
```

Lowest unoccupied orbital energy (spin up / spin down), eV: 0.53 / -4.22
Relative energy (zero: lowest compared OMol25 entry of this formula, charge and spin), kJ/mol: 4.2
Multiplicity: 3
Kohn-Sham gap (spin up / spin down), eV: 8.26 / 5.11
<S²>: 2.01
E, Eh: -4503.31959